*one*
Below is 2 unconnected molecules or ions with the total composition C3H4BrNO2, with properties calculated with the ωB97M-V functional and the def2-TZVPD basis.

Summary:
- Net charge: 0
- LUMO (spin up / spin down): -3.362 / -3.370 eV
- Gap between HOMO and LUMO (spin up / spin down): 0.2418 / 0.2415 Ha

Each line ends with the Löwdin charge.
Atoms and positions in Å:
C -0.512 -0.472 -0.252  -0.11
C 0.052 0.111 0.756  0.03
C -0.250 -0.260 -1.698  -0.08
N 0.077 0.219 2.137  -0.42
O -1.056 0.262 2.602  0.12
O 1.111 0.240 2.749  0.11
Br 2.394 1.805 -0.080  -0.01
H -1.263 -1.239 -0.037  0.15
H 0.343 0.638 -1.848  0.03
H 0.299 -1.113 -2.094  0.10
H -1.195 -0.193 -2.235  0.09

---

*two*
Below is 2 unconnected molecules or ions with the total composition C3H4BrNO2, with properties calculated with the ωB97M-V functional and the def2-TZVPD basis.

Summary:
- Net charge: 0
- LUMO: 0.290 eV
- Gap between HOMO and LUMO: 0.3350 Ha

Each line ends with the Löwdin charge.
Atoms and positions in Å:
C -1.689 1.185 -0.044  -0.45
C -0.645 0.378 0.122  -0.29
C 2.424 -0.632 -0.054  -0.46
N 3.275 -0.024 0.540  0.17
O 2.077 -1.646 -0.485  0.10
O -3.016 1.011 -0.313  -0.06
Br -1.154 -1.703 0.174  0.88
H -1.564 2.317 -0.110  0.13
H 0.124 -1.983 -0.166  -0.23
H 3.307 1.066 0.562  0.14
H -3.138 0.032 -0.226  0.07

---

Of them, *two* has the highest stability.

---

*one*
Below is a molecular structure, C15H15N10O2S4Ti, with properties calculated with the ωB97M-V functional and the def2-TZVPD basis.

Summary:
- Spin multiplicity: 2
- Net charge: 0
- LUMO (spin up / spin down): -0.772 / -0.737 eV
- Gap between HOMO and LUMO (spin up / spin down): 0.2545 / 0.2736 Ha

Each line ends with the Löwdin spin population.
Atoms and positions in Å:
Ti -0.053 -0.292 0.032  0.07
N 0.048 -1.358 3.187  0.00
N -0.373 -0.226 3.880  0.01
C -0.445 0.935 3.159  0.03
N -0.659 2.069 3.834  0.02
N -0.264 0.870 1.863  0.03
N -0.301 2.067 1.127  0.41
O -1.037 3.045 1.369  0.35
O -0.051 1.677 -0.134  0.06
H -0.483 -2.169 3.465  0.00
H 1.047 -1.509 3.247  0.00
H -0.096 -0.120 4.846  0.00
H -0.921 2.026 4.802  0.00
H -0.857 2.898 3.285  0.00
S -1.468 -0.017 -4.264  0.00
C 0.173 -0.482 -4.374  0.00
C 0.766 -0.585 -3.149  0.00
C -0.114 -0.275 -2.074  0.00
C -1.359 0.059 -2.547  0.00
C -2.471 0.350 -1.659  0.00
C -3.688 0.888 -2.069  0.00
C -4.670 1.120 -1.126  0.00
C -4.421 0.823 0.208  0.00
C -3.182 0.317 0.544  0.00
N -2.231 0.085 -0.360  0.00
H 0.615 -0.675 -5.339  0.00
H 1.794 -0.895 -3.012  0.00
H -3.851 1.118 -3.112  0.00
H -5.623 1.536 -1.426  0.00
H -5.160 0.991 0.977  0.00
H -2.927 0.084 1.571  0.00
S -0.798 -2.576 0.078  0.00
C 0.901 -2.901 -0.053  0.00
S 1.949 -1.500 0.151  0.00
C 1.412 -4.142 -0.296  0.00
C 2.819 -4.354 -0.410  0.00
N 3.953 -4.524 -0.501  0.00
C 0.555 -5.275 -0.430  0.00
N -0.141 -6.185 -0.537  0.00
N 4.950 2.683 -0.318  0.00
C 3.757 2.056 -0.187  0.00
N 3.137 1.744 -1.337  0.00
S 3.128 1.722 1.323  0.00
H 5.427 2.733 -1.201  0.00
H 5.483 2.818 0.521  0.00
H 3.506 2.020 -2.230  0.00
H 2.223 1.324 -1.324  0.00

---

*two*
Below is a molecular structure, C15H15N10O2S4Ti, with properties calculated with the ωB97M-V functional and the def2-TZVPD basis.

Summary:
- Spin multiplicity: 2
- Net charge: 0
- LUMO (spin up / spin down): -0.791 / -0.995 eV
- Gap between HOMO and LUMO (spin up / spin down): 0.2441 / 0.2472 Ha

Each line ends with the Löwdin spin population.
Atoms and positions in Å:
Ti -0.445 0.802 -0.361  0.37
N 0.015 -0.871 2.760  0.00
N -1.341 -1.145 2.955  0.02
C -2.229 -0.555 2.113  0.04
N -3.511 -0.923 2.201  0.03
N -1.780 0.398 1.316  0.02
N -2.585 0.893 0.300  0.19
O -3.679 0.439 -0.048  0.25
O -2.087 2.020 -0.142  0.08
H 0.421 -1.522 2.092  0.00
H 0.495 -0.895 3.648  0.00
H -1.589 -2.090 3.220  0.00
H -3.752 -1.732 2.747  0.00
H -4.096 -0.660 1.415  0.00
S 3.900 -0.338 0.654  0.00
C 3.448 -1.361 -0.643  0.00
C 2.163 -1.142 -1.045  0.00
C 1.482 -0.139 -0.289  -0.01
C 2.330 0.384 0.651  0.00
C 1.922 1.528 1.452  0.00
C 2.682 2.155 2.435  0.00
C 2.156 3.247 3.096  0.00
C 0.883 3.699 2.769  0.00
C 0.186 3.029 1.783  0.00
N 0.691 1.975 1.141  0.00
H 4.172 -2.042 -1.062  0.00
H 1.719 -1.644 -1.895  0.00
H 3.673 1.785 2.664  0.00
H 2.734 3.750 3.860  0.00
H 0.442 4.554 3.258  0.00
H -0.807 3.335 1.479  0.00
S 0.361 2.471 -1.879  0.01
C -0.400 1.491 -3.083  0.00
S -0.995 -0.052 -2.499  -0.01
C -0.520 1.853 -4.395  0.00
C -0.021 3.111 -4.858  0.00
N 0.388 4.120 -5.229  0.00
C -1.125 0.975 -5.346  0.00
N -1.604 0.265 -6.115  0.00
N 0.643 -4.073 -1.014  0.00
C -0.629 -3.650 -1.067  0.00
N -1.410 -4.176 -2.021  0.00
S -1.246 -2.536 0.035  0.00
H 1.044 -4.619 -1.758  0.00
H 1.272 -3.568 -0.410  0.00
H -1.040 -4.747 -2.761  0.00
H -2.335 -3.797 -2.124  0.00

---

Of them, *one* has the highest stability.

---

*one*
Below is 2 unconnected molecules or ions with the total composition C6H11N4O, with properties calculated with the ωB97M-V functional and the def2-TZVPD basis.

Summary:
- Net charge: +1
- LUMO: -3.592 eV
- Gap between HOMO and LUMO: 0.3419 Ha

Each line ends with the Löwdin charge.
Atoms and positions in Å:
C 2.090 -0.192 -0.658  0.03
C 1.897 1.181 -0.664  0.00
C 1.297 -0.969 0.207  -0.39
C -2.386 -0.317 -0.295  -0.22
C -0.096 0.775 0.674  -0.43
C -1.517 0.334 -0.994  -0.04
N 0.826 1.683 0.036  0.13
N 0.299 -0.459 0.899  0.19
N 1.608 -2.235 0.368  0.19
N -0.926 1.346 1.578  0.20
O -2.328 -1.678 -0.131  0.05
H 2.791 -0.531 -1.303  0.09
H 2.574 1.864 -1.082  0.12
H -2.907 0.061 0.568  0.13
H -1.633 1.373 -1.149  0.08
H -1.152 -0.184 -1.875  0.11
H 0.548 2.703 -0.029  0.20
H -1.829 -2.167 -0.772  0.10
H 2.331 -2.843 -0.036  0.15
H 1.373 -2.462 1.319  0.13
H -1.543 2.059 1.281  0.12
H -1.317 0.660 2.059  0.06

---

*two*
Below is 2 unconnected molecules or ions with the total composition C6H11N4O, with properties calculated with the ωB97M-V functional and the def2-TZVPD basis.

Summary:
- Net charge: +1
- LUMO (spin up / spin down): -4.611 / -3.440 eV
- Gap between HOMO and LUMO (spin up / spin down): 0.2913 / 0.2888 Ha

Each line ends with the Löwdin charge.
Atoms and positions in Å:
C -1.237 3.152 1.386  -0.12
C -0.584 1.984 1.718  0.05
C -0.374 -2.386 -0.069  -0.06
C 0.858 -1.998 0.899  -0.07
C -0.474 -0.217 0.497  -0.37
C 0.894 1.306 -1.411  0.10
N -1.847 3.025 0.246  0.06
N -1.820 1.747 -0.128  0.01
N -0.856 1.053 0.626  0.01
N -0.919 -1.062 -0.379  0.14
O 0.386 -0.776 1.373  0.05
H -1.296 4.184 1.857  0.16
H 0.024 1.756 2.556  0.12
H -0.079 -2.969 -0.952  0.13
H -1.020 -3.108 0.397  0.12
H 0.867 -2.763 1.737  0.16
H 1.752 -1.842 0.319  0.13
H 1.479 0.369 -1.426  0.02
H 1.154 2.190 -0.830  0.02
H -0.091 1.317 -1.904  0.00
H -1.834 -0.890 -0.828  0.19
H -1.912 1.623 -1.168  0.17

---

Of them, *one* has the highest stability.

---

*one*
Below is a molecular structure, H15LiO8, with properties calculated with the ωB97M-V functional and the def2-TZVPD basis.

Summary:
- Net charge: 0
- LUMO: -0.848 eV
- Gap between HOMO and LUMO: 0.3342 Ha

Each line ends with the Löwdin charge.
Atoms and positions in Å:
Li 30.797 43.182 23.328  0.79
O 31.464 44.673 22.090  -0.49
H 32.342 44.673 22.615  0.01
O 32.973 47.126 21.560  -0.06
H 32.299 46.447 21.686  -0.01
H 33.496 47.201 20.744  0.06
O 32.410 42.337 24.018  -0.24
H 33.291 42.652 23.572  0.03
H 32.746 42.271 25.071  0.17
O 34.507 43.506 22.774  -0.01
H 35.414 43.643 22.744  0.04
H 34.341 43.259 21.869  0.03
O 33.056 43.357 20.475  0.14
H 32.802 42.578 20.379  -0.05
H 32.501 43.795 20.889  -0.15
O 30.414 44.994 19.712  -0.03
H 30.214 44.222 19.236  0.00
H 30.650 45.029 20.612  -0.07
O 35.364 46.654 23.655  -0.14
H 35.225 47.655 23.457  0.08
H 34.491 46.498 23.205  0.00
O 29.588 46.627 22.742  -0.14
H 28.749 46.361 23.260  0.06
H 30.187 45.814 22.684  -0.02

---

*two*
Below is a molecular structure, H15LiO8, with properties calculated with the ωB97M-V functional and the def2-TZVPD basis.

Summary:
- Net charge: 0
- LUMO: -0.821 eV
- Gap between HOMO and LUMO: 0.3234 Ha

Each line ends with the Löwdin charge.
Atoms and positions in Å:
Li 6.055 44.056 -3.833  0.64
O 4.381 44.382 -2.723  -0.44
H 3.596 44.565 -2.140  0.05
O 6.005 44.203 -0.510  -0.05
H 5.438 44.468 -1.217  -0.05
H 6.858 44.644 -0.585  0.02
O 2.679 44.359 -4.838  -0.10
H 1.852 44.872 -4.701  0.08
H 3.257 44.312 -4.033  -0.02
O 5.086 44.093 -5.633  -0.13
H 4.167 43.924 -5.613  -0.03
H 5.257 45.129 -5.852  0.15
O 6.914 42.666 -3.599  -0.20
H 6.832 41.621 -3.724  0.16
H 7.793 43.066 -4.043  0.12
O 7.319 45.614 -3.784  -0.05
H 7.726 45.674 -4.595  0.01
H 7.964 45.777 -3.023  0.13
O 4.646 47.136 -3.073  -0.12
H 4.269 46.137 -2.992  0.06
H 5.543 47.258 -2.919  -0.05
O 4.077 41.901 -3.082  -0.03
H 4.183 42.836 -3.036  -0.09
H 3.185 41.901 -3.188  -0.02

---

Of them, *two* has the highest stability.